Here is 2 unconnected molecules or ions with the total composition C12H31N5OP from the OMol25 dataset. Energies are from ωB97M-V/def2-TZVPD.

XYZ file:
```
50
Properties=species:S:1:pos:R:3
C 5.1618 -0.7646 3.2153
N 4.6962 0.4411 2.5514
C 3.3064 0.4709 2.1635
C 2.2891 -0.2771 3.0789
C 1.1407 0.7422 3.4741
C -0.0065 -0.1611 3.7363
N 0.1227 -1.2307 3.0505
C 1.3890 -1.2506 2.2927
H 4.8563 -0.7669 4.2730
H 6.2451 -0.8473 3.2150
H 4.7111 -1.6606 2.7881
H 4.9787 1.2761 3.0365
H 3.0085 1.5190 2.1436
H 3.1808 0.1038 1.1400
H 2.6018 -0.6397 4.0539
H 0.8347 1.2394 2.5412
H 1.4073 1.4600 4.2414
H -0.8410 0.0360 4.3981
H -0.5092 -2.0191 2.9824
H 1.8017 -2.2493 2.4679
H 1.3318 -1.1174 1.2155
O -0.5305 -1.0601 -3.5665
P -1.4062 -0.4049 -2.5561
N -2.5230 0.4493 -3.5254
C -3.3584 1.5512 -3.0812
C -3.2400 -0.3722 -4.5043
N -0.2584 0.6662 -1.8382
C -0.5220 2.0784 -1.6276
C 1.1383 0.4750 -2.2214
N -2.3572 -0.4388 -1.0938
C -1.5901 -0.7318 0.1267
C -3.4335 -1.4630 -1.1640
H -4.1717 1.2466 -2.4081
H -3.8158 2.0212 -3.9528
H -2.7896 2.3340 -2.5925
H -4.0600 -0.9474 -4.0543
H -2.5630 -1.0737 -4.9884
H -3.6673 0.2583 -5.2839
H -0.5693 2.6376 -2.5689
H 0.2732 2.5194 -1.0189
H -1.4432 2.2356 -1.0641
H 1.3602 0.8992 -3.2061
H 1.4031 -0.5785 -2.2385
H 1.7894 0.9603 -1.4870
H -1.0228 -1.6689 0.0490
H -2.2697 -0.8027 0.9817
H -0.8945 0.0716 0.3590
H -3.0428 -2.4632 -1.3712
H -4.1571 -1.2097 -1.9371
H -3.9850 -1.4933 -0.2254
```

Properties
- Gap between HOMO and LUMO: 6.3 eV
- Electronic energy: -31725.8694 eV
- Charge: +1
- HOMO level: -0.4001 Eh

Atom charges from the Löwdin analysis, given in e for atoms 1 to 8: -0.119, -0.114, -0.189, -0.224, -0.076, 0.035, 0.124, -0.086